(1)
9
Properties=species:S:1:pos:R:3:forces:R:3:lowdin_charge:R:1 method="wB97M-V/def2-TZVPD" gap_ev="8.83 / 6.31" spin_multiplicity=3 de_lowest_kcal_mol=0.0
C 1.2501 -0.3062 1.0151 -1.596 0.033 -0.814 -0.3061
C -0.0706 0.1219 -1.0164 0.055 -0.585 0.958 -0.5548
C 0.0474 -0.4756 0.3529 -0.033 -0.456 -0.249 -0.2491
N 2.1607 -0.0348 1.6397 2.376 0.429 1.410 0.1702
I 0.4286 -1.5987 -2.4064 -0.330 1.138 0.467 0.6657
I -2.6810 1.9589 1.9169 0.026 -0.013 -0.016 0.0643
H -1.0383 0.5192 -1.1751 -1.507 -0.646 -0.607 0.0141
H 0.4911 1.0429 -1.2297 0.918 -0.975 0.257 0.0705
H -0.5881 -1.2275 0.9029 0.091 1.075 -1.406 0.1252


(2)
15
Properties=species:S:1:pos:R:3:forces:R:3:lowdin_charge:R:1 method="wB97M-V/def2-TZVPD" gap_ev="7.73 / 7.92" spin_multiplicity=1 de_lowest_kcal_mol=117.1
C -1.0800 1.5324 -1.9456 1.723 1.782 -1.938 -0.2074
N -0.2652 1.1808 0.7492 0.898 -0.630 0.037 -0.2812
N -0.8473 -2.0635 -0.6730 0.642 2.466 -0.776 -0.1614
N 0.3662 -1.3460 1.8335 -0.321 2.285 -1.361 -0.2405
F 1.4034 0.6223 -1.2779 -2.023 0.249 0.434 -0.2100
F -0.4965 0.6623 3.2355 0.769 -0.452 -1.571 -0.1317
F 1.7351 0.7823 2.4751 -1.523 -0.315 -1.031 -0.1322
F 0.3005 -3.5715 0.9861 0.238 0.361 -1.114 -0.1502
F 1.8866 -1.9532 -0.0757 -2.181 -0.577 0.050 -0.2137
P -0.1286 0.6428 -0.7238 0.968 -1.905 -0.094 0.7791
P 0.3309 0.2347 1.9430 0.004 -0.604 2.206 0.4386
P 0.3103 -2.1183 0.3727 2.165 -0.428 2.890 0.2814
H -0.5606 2.5037 -2.2971 -0.529 -0.775 1.748 0.0948
H -0.8456 1.1326 -2.9636 -1.193 -0.937 0.884 0.0698
H -2.1093 1.7585 -1.6385 0.361 -0.521 -0.363 0.0647


(3)
99
Properties=species:S:1:pos:R:3:forces:R:3:lowdin_charge:R:1 method="wB97M-V/def2-TZVPD" total_charge=+1 gap_ev=5.91 spin_multiplicity=1 de_lowest_kcal_mol=382.6
Bi -0.4005 -0.1667 0.6231 0.661 0.361 0.800 1.6658
S 7.9302 0.0664 -0.7246 0.007 0.021 0.026 1.0575
C 9.0599 -1.2068 -0.8434 0.014 0.006 0.003 -0.4025
C 8.4455 -2.4138 -0.9598 -0.036 0.006 0.006 -0.1676
C 7.0314 -2.3062 -0.9526 0.022 0.044 -0.005 -0.1187
C 6.5915 -1.0171 -0.8254 0.158 -0.148 0.020 -0.5083
C 5.1785 -0.5615 -0.7934 -0.422 -0.053 -0.227 -0.3140
C 4.3205 -1.6307 -0.7891 0.626 -0.049 0.817 -0.0517
N 1.8511 0.4226 -0.8508 0.173 -0.277 0.170 -0.2268
C 2.5116 1.5458 -0.7583 -0.460 -0.202 0.151 -0.2149
C 3.9309 1.7678 -0.6480 0.180 0.090 -0.135 -0.1160
C 4.3505 3.1500 -0.3950 0.093 -0.233 -0.066 -0.0213
C 3.5048 4.1621 -0.1937 -0.115 0.094 0.007 -0.0123
C 2.0773 3.9438 -0.2421 0.013 0.008 -0.036 -0.1257
C 1.1550 4.9527 0.0445 0.003 0.007 -0.012 0.0698
C -0.1990 4.6951 -0.0225 0.009 -0.011 -0.014 -0.1800
C -0.5765 3.3877 -0.3785 -0.036 -0.032 -0.099 -0.0963
N 0.2716 2.4100 -0.6318 -0.328 0.085 0.260 0.0550
C 1.5887 2.6791 -0.5581 0.132 0.046 -0.150 -0.1955
C -1.2009 5.7233 0.2590 -0.007 0.020 -0.003 -0.4737
C -1.0288 7.0795 0.2587 0.008 -0.008 -0.003 -0.1046
C -2.2127 7.7910 0.5768 -0.006 0.010 -0.002 -0.1625
C -3.2670 6.9649 0.8129 0.000 -0.009 -0.008 -0.3894
S -2.8303 5.3221 0.6537 0.007 0.011 0.000 1.0564
C 4.9646 0.8487 -0.6765 -0.006 0.268 0.037 0.0264
H 10.1156 -0.9915 -0.8220 -0.001 0.002 -0.008 0.0703
H 8.9788 -3.3481 -1.0499 0.003 0.001 0.001 0.1082
H 6.3598 -3.1471 -1.0372 -0.005 -0.006 -0.013 0.1112
H 1.8276 -1.4993 -0.0082 0.572 0.303 -0.161 -0.0409
H 5.4173 3.3307 -0.3547 -0.004 -0.009 0.007 0.1234
H 3.8718 5.1589 0.0117 -0.003 -0.002 0.010 0.1243
H 1.5176 5.9301 0.3364 -0.006 0.000 0.013 0.1346
H -1.6318 3.1471 -0.4712 0.005 -0.014 0.036 0.0841
H -0.0911 7.5606 0.0204 0.000 0.000 -0.002 0.1166
H -2.2766 8.8675 0.6237 -0.002 0.000 0.002 0.1112
H -4.2769 7.2330 1.0772 0.001 0.002 0.002 0.0732
H 5.9066 1.3617 -0.5040 -0.022 -0.004 -0.016 0.0581
C -4.3764 1.9905 -1.7106 0.004 0.021 0.028 -0.2104
Si -5.0599 1.1356 -0.1900 -0.051 -0.026 -0.005 0.3215
C -5.1968 2.3323 1.2265 -0.012 0.011 -0.017 -0.2210
C -6.7089 0.3114 -0.4919 0.000 0.024 -0.002 -0.2106
Sb -3.3891 -0.7594 0.3255 -0.004 0.086 -0.234 0.8905
Si -3.2254 -1.8967 -1.9877 -0.084 -0.081 0.010 0.3195
C -2.9078 -3.7264 -1.7995 0.021 0.004 -0.010 -0.1998
C -4.8045 -1.6731 -2.9602 0.018 0.002 -0.026 -0.2112
C -1.7936 -1.0242 -2.8202 -0.028 0.024 0.012 -0.2437
Si -4.2329 -2.5140 2.0231 -0.044 0.090 0.009 0.3422
C -5.7255 -3.2862 1.2100 0.008 -0.026 0.020 -0.2091
C -2.8422 -3.7219 2.2849 -0.003 -0.003 0.015 -0.2023
C -4.6669 -1.5871 3.5751 0.010 -0.033 0.017 -0.2042
H -4.8018 2.9952 -1.7798 -0.020 -0.007 -0.009 0.0423
H -4.6223 1.4629 -2.6322 0.022 -0.013 0.000 0.0227
H -3.2908 2.1002 -1.6666 0.000 0.005 -0.003 0.0060
H -5.9203 3.1036 0.9446 -0.010 -0.008 -0.003 0.0487
H -4.2544 2.8302 1.4484 0.003 -0.015 0.010 -0.0207
H -5.5608 1.8503 2.1340 0.016 -0.001 0.005 0.0296
H -7.3654 0.9853 -1.0492 0.000 0.013 0.012 0.0459
H -7.1985 0.0881 0.4582 0.013 -0.026 0.001 0.0355
H -6.6221 -0.6145 -1.0591 -0.010 0.008 -0.011 0.0078
H -3.8010 -4.2484 -1.4516 0.008 0.005 0.024 0.0307
H -2.0864 -3.9497 -1.1221 0.001 -0.003 0.003 0.0086
H -2.6503 -4.1391 -2.7792 -0.021 0.004 -0.009 0.0471
H -5.6089 -2.2775 -2.5363 -0.010 0.017 0.006 0.0336
H -4.6407 -2.0215 -3.9839 0.012 -0.018 0.007 0.0463
H -5.1433 -0.6399 -3.0165 -0.005 -0.001 -0.004 0.0073
H -0.8639 -1.1050 -2.2484 -0.006 -0.002 -0.002 -0.0326
H -2.0034 0.0336 -2.9939 0.000 0.007 0.034 0.0336
H -1.5894 -1.4861 -3.7890 -0.013 0.017 -0.018 0.0309
H -5.5390 -3.5372 0.1647 0.000 -0.014 0.004 0.0130
H -6.5851 -2.6151 1.2538 0.007 0.013 -0.031 0.0313
H -5.9965 -4.2099 1.7280 -0.009 0.012 0.020 0.0439
H -2.5528 -4.2213 1.3594 -0.001 0.004 -0.002 0.0239
H -3.1705 -4.4903 2.9903 -0.005 0.005 0.004 0.0494
H -1.9685 -3.2286 2.7163 0.006 0.002 -0.014 0.0294
H -5.4274 -0.8258 3.3921 0.006 0.006 -0.001 0.0329
H -3.7905 -1.1081 4.0136 -0.002 -0.004 0.002 0.0104
H -5.0653 -2.2848 4.3168 -0.010 -0.004 -0.007 0.0483
Cl 2.6127 -1.1302 -1.1746 -1.611 -0.758 -0.128 0.9203
C 2.4766 -2.0215 -2.4140 1.359 0.151 -1.002 -0.9052
Cl 1.4302 -2.1318 -3.7194 -0.446 0.121 0.342 0.6404
Cl 1.1191 -1.8282 2.2135 0.066 0.102 -0.007 0.2871
C 0.3132 -3.2814 0.5800 -0.614 -0.320 -1.278 -0.6940
O 0.9486 -4.2313 0.4240 0.372 0.124 0.831 0.2259
O -0.5979 -2.5638 0.2324 -0.047 0.053 -0.030 -0.2480
F -3.5643 1.5982 3.7768 -0.002 0.002 0.004 0.1424
C -2.3287 2.0836 3.8314 0.002 -0.008 0.007 -0.6697
F -2.2383 2.9710 4.7993 0.000 -0.013 0.007 0.1872
F -2.0441 2.6756 2.6595 0.006 0.013 0.001 0.0967
S -1.1431 0.6966 4.0808 0.051 -0.127 0.049 0.6023
O -1.2705 -0.0221 2.7938 -0.194 0.208 -0.048 -0.6046
O -1.5834 -0.0318 5.2145 0.004 0.026 0.002 -0.2098
N 0.2268 1.3838 4.3059 0.027 -0.012 -0.067 -0.2589
S 1.0694 2.1049 3.1914 -0.048 0.049 0.053 0.6341
O 0.9073 1.4747 1.8792 0.052 -0.026 -0.023 -0.4983
O 0.9881 3.5260 3.2140 -0.007 -0.016 0.041 -0.2217
C 2.7958 1.6623 3.6936 -0.011 0.002 0.008 -0.6825
F 3.0772 0.4253 3.3158 -0.012 -0.009 0.035 0.1332
F 3.6145 2.5072 3.0744 0.001 -0.029 -0.040 0.1559
F 2.9346 1.7792 5.0001 0.017 0.040 0.000 0.1770


(4)
73
Properties=species:S:1:pos:R:3:forces:R:3:lowdin_charge:R:1 method="wB97M-V/def2-TZVPD" total_charge=-1 gap_ev=5.44 spin_multiplicity=1 de_lowest_kcal_mol=0.0
O -1.7004 -3.6534 1.3251 -1.842 1.410 -1.261 -0.2455
C -0.4105 -3.6325 1.5623 0.795 -0.266 0.038 -0.5201
C -0.1438 -3.0841 2.9797 0.171 -0.132 -0.958 -0.1881
C -0.1846 -1.7066 3.1899 -0.015 0.081 0.759 -0.0680
H -0.4138 -1.0350 2.3562 0.196 -0.236 0.295 0.0847
C 0.0513 -1.1979 4.4742 -0.208 -0.339 -0.384 -0.0990
H 0.0101 -0.1197 4.6298 0.113 -0.212 0.077 0.0826
C 0.3191 -2.0742 5.5335 -0.040 -0.048 -0.092 -0.1294
H 0.5040 -1.6729 6.5325 -0.002 -0.148 -0.246 0.0821
C 0.3191 -3.4581 5.3152 -0.187 0.108 -0.168 -0.1170
H 0.5125 -4.1449 6.1391 -0.060 0.169 -0.073 0.0828
C 0.0574 -3.9693 4.0380 0.164 0.558 0.307 -0.0483
H -0.0059 -5.0465 3.8550 0.175 0.357 0.040 0.1052
H -0.1608 -4.7101 1.5775 1.361 -0.334 0.082 0.1090
C 0.4713 -3.5612 -0.9367 0.100 -0.047 -0.870 -0.0913
C 0.6767 -3.0531 0.4452 -0.407 -0.941 2.271 -0.2384
H 1.3420 -4.1476 -1.2828 -0.322 0.141 0.104 0.0785
H 0.3387 -2.7354 -1.6528 0.056 -0.332 0.056 0.0492
H -0.4239 -4.1908 -0.9972 0.052 0.128 0.148 0.0761
C 1.8641 -2.6056 0.8869 -0.308 -0.040 -0.240 -0.2347
C 3.1190 -2.5224 0.0691 0.190 0.286 -0.281 -0.1570
H 1.9965 -2.3521 1.9393 -0.178 -0.075 -0.236 0.0815
H 3.7443 -3.4198 0.2233 -0.155 0.214 -0.066 0.0743
H 3.7027 -1.6486 0.3818 0.045 -0.145 -0.078 0.0423
H 2.9240 -2.4083 -1.0072 0.115 -0.139 0.260 0.0255
Cd 1.0545 0.0535 -0.6267 -0.381 -0.051 0.412 1.0696
Cl 1.9054 0.6238 1.5491 0.259 0.268 -0.110 -0.1691
Cl 2.5277 0.1657 -2.5607 -0.034 0.004 -0.114 -0.3277
C 1.5402 3.1073 -1.3682 -0.992 -1.126 0.364 -0.3871
O 0.4432 2.5502 -1.1618 1.157 0.859 -0.338 -0.1243
N 1.9671 3.5683 -2.5484 0.012 0.224 -0.152 -0.2055
C 1.1513 3.5428 -3.7517 0.140 -0.061 0.110 -0.0464
C 3.3469 3.9798 -2.7109 -0.114 0.162 0.143 -0.0654
H 2.2905 3.2171 -0.5584 -0.275 -0.093 -0.201 0.1294
H 0.1566 3.1596 -3.5128 0.241 0.021 -0.011 0.0837
H 1.6350 2.9064 -4.5058 -0.206 0.041 0.196 0.0872
H 1.0782 4.5635 -4.1493 -0.065 -0.151 0.016 0.0856
H 3.8769 3.7936 -1.7754 0.057 0.003 -0.175 0.0871
H 3.4058 5.0479 -2.9456 0.031 -0.036 -0.034 0.0835
H 3.8231 3.4156 -3.5185 -0.067 -0.056 0.158 0.0883
H -3.5419 -1.0372 -3.6010 0.150 0.006 0.053 0.0853
H -4.9954 -1.6174 -1.3731 0.187 -0.067 0.064 0.0821
C -2.7645 -1.6744 -3.1600 -0.179 -0.054 0.173 -0.0342
C -4.1405 -2.2794 -1.1677 0.165 0.184 0.042 -0.0374
N -2.9124 -1.7041 -1.7071 0.009 -0.053 -0.391 -0.1627
H -1.7707 -1.2954 -3.4148 -0.287 -0.111 0.078 0.0874
C -1.9306 -1.2568 -0.9260 1.221 0.500 0.031 -0.2878
O -0.8683 -0.7718 -1.4137 -1.251 -0.435 0.355 -0.2062
H -4.0242 -2.4220 -0.0886 0.033 -0.092 -0.215 0.0942
H -2.0982 -1.3498 0.1575 0.120 -0.121 -0.279 0.1312
H -2.9052 -2.6861 -3.5609 0.133 0.133 0.080 0.0887
H -4.3445 -3.2422 -1.6535 0.166 0.127 0.210 0.0887
C -0.7948 2.4654 2.8238 0.601 -0.536 0.375 -0.0691
N -1.5837 3.1149 1.8098 -0.131 -0.242 -0.348 -0.0925
C -2.0785 4.4471 2.0682 -0.108 -0.309 0.154 -0.1778
C -2.4316 5.1287 0.7713 0.211 0.575 -0.004 -0.1686
C -3.3491 4.2456 -0.0321 -0.135 -0.067 0.173 -0.1777
N -2.7468 2.9497 -0.2004 0.101 -0.249 -0.014 -0.0955
C -3.1282 2.1571 -1.3311 -0.018 -0.450 -0.432 -0.0472
C -2.0038 2.3245 0.7685 0.391 -0.756 0.404 -0.4721
O -1.7175 1.1115 0.7131 -0.362 1.633 -0.148 0.0039
H -0.5479 3.1983 3.6022 -0.081 -0.178 -0.159 0.0849
H 0.1399 2.0776 2.3803 -0.462 0.106 0.341 -0.0129
H -1.3309 1.6153 3.2770 0.161 0.257 -0.080 0.0906
H -2.9724 4.3983 2.7158 0.139 0.123 -0.002 0.1271
H -1.2969 4.9883 2.6135 -0.186 0.036 -0.125 0.1191
H -1.5176 5.3329 0.2031 -0.094 -0.061 0.021 0.1227
H -2.9213 6.0794 0.9896 0.006 0.059 -0.064 0.1117
H -3.5295 4.6618 -1.0261 -0.023 0.062 0.110 0.1166
H -4.3198 4.1609 0.4872 0.020 0.077 -0.141 0.1278
H -3.7047 1.2747 -1.0341 0.010 0.013 -0.071 0.0873
H -3.7350 2.7691 -2.0003 0.016 -0.049 0.025 0.0820
H -2.2374 1.8195 -1.8698 -0.094 -0.087 0.036 0.0846


(5)
18
Properties=species:S:1:pos:R:3:forces:R:3:lowdin_charge:R:1 method="wB97M-V/def2-TZVPD" smiles="C=C1[C@H]2C[C@H]2[C@H]2C[C@@H]12" gap_ev=9.82 spin_multiplicity=1 de_lowest_kcal_mol=88.3
C 0.1315 -1.6795 1.5653 -0.025 -4.332 5.677 0.0310
C 0.3152 -0.7417 0.7575 0.578 3.991 -2.032 -0.3550
C 0.6804 -0.9305 -0.6248 -1.458 0.305 -2.757 -0.1378
C -0.6263 -0.5842 -1.4688 0.606 -2.664 -1.387 -0.0692
C 0.4264 0.3913 -1.3377 2.079 1.441 -0.149 -0.2211
C 0.2505 1.4954 -0.2661 1.876 -1.262 -0.986 -0.1692
C -1.0338 1.4189 0.3626 -0.875 -1.313 0.433 -0.1015
C 0.1048 0.7081 1.0627 -0.051 0.800 -0.584 -0.1209
H -0.1043 -1.5426 2.6717 0.094 -0.058 -1.663 0.0974
H 0.4675 -2.6785 1.3014 -0.396 -0.118 0.025 0.0706
H 1.1639 -1.7938 -1.0961 0.272 0.518 0.770 0.1416
H -1.5074 -0.5012 -0.8479 -0.085 -0.552 -0.859 0.0870
H -0.5995 -1.2538 -2.4055 -0.680 1.457 1.483 0.1387
H 0.9860 0.7047 -2.2245 -0.112 -0.298 0.303 0.1375
H 0.7869 2.4692 -0.3798 -0.575 -1.105 0.134 0.1534
H -1.2850 2.3770 0.6345 -1.298 1.707 1.525 0.0874
H -1.7992 0.7472 -0.0116 -0.171 1.027 0.100 0.0966
H 0.3995 1.0053 2.0546 0.222 0.455 -0.033 0.1336